Entry 1:
Computed, not measured: a cluster of 2 separate species, C21H26BrF9N3O3 in total at a distorted geometry, with the ωB97M-V functional and the def2-TZVPD basis.

Calculated values
Total charge: +1
Maximum force: 5.11 eV Å⁻¹
Molecular weight: 619.343 g/mol
HOMO-LUMO gap: 0.2371 hartree
Calculated total energy: -4678.06715 hartree
LUMO: -0.211 Eh

```
63
C21H26BrF9N3O3 (the ωB97M-V functional and the def2-TZVPD basis)
Br 1.114 3.968 -0.208
F -3.161 -1.879 -2.269
F -4.614 -1.265 -0.638
F -3.417 0.967 -1.108
F -1.851 0.277 0.416
F -1.245 -2.835 -0.551
F -3.677 -1.682 2.030
F -2.774 -3.792 2.092
F -1.409 -1.982 2.116
F -3.295 -3.819 -0.376
O 3.147 0.720 -4.267
O -2.871 3.369 0.388
O 1.244 -0.480 -3.796
N 2.528 1.794 0.916
N 3.185 -0.100 2.322
N 2.681 -0.491 -0.096
C 3.002 -4.567 0.312
C -3.214 -1.446 -0.892
C 2.204 0.523 -3.457
C -3.810 3.815 1.365
C 2.326 -3.156 0.153
C -2.559 -2.632 -0.042
C 4.568 -4.701 0.394
C -3.074 4.188 2.642
C -1.341 0.123 -2.040
C -2.426 -0.052 -0.850
C -4.835 2.720 1.616
C 2.820 0.331 1.092
C 1.215 2.014 0.231
C 1.261 -0.420 -0.591
C 5.426 -3.398 0.352
C 3.172 -1.864 0.090
C -2.631 -2.480 1.549
C 1.020 1.080 -1.091
C 4.737 -2.026 0.199
C -0.410 1.389 -1.737
C 2.164 1.458 -2.157
H -4.351 1.809 1.983
H 2.380 -5.536 0.334
H 1.740 -1.337 -3.715
H 3.229 1.459 -1.721
H -0.802 -0.842 -2.309
H -0.227 1.919 -2.749
H -5.581 3.038 2.350
H 5.402 -1.089 0.147
H 2.003 2.535 -2.549
H -2.529 3.327 3.044
H -1.976 0.396 -2.968
H -4.309 4.698 0.957
H 1.192 -3.110 0.083
H -3.766 4.550 3.406
H 2.451 -0.084 3.055
H -5.349 2.455 0.688
H 6.556 -3.503 0.395
H -2.332 4.967 2.444
H -2.425 2.587 0.740
H 3.310 2.176 0.359
H 0.589 -0.594 0.338
H 1.062 -1.232 -1.364
H -1.020 2.152 -1.118
H 4.132 -0.374 2.610
H 0.379 1.714 0.974
H 5.043 -5.748 0.478
```



Entry 2:
Computed, not measured: the molecule C21H26BrN3O4S, with the ωB97M-V functional and the def2-TZVPD basis.

Calculated values
Total charge: 0
Maximum force: 0.73 eV Å⁻¹
Molecular weight: 496.427 g/mol
HOMO-LUMO gap: 0.3397 hartree
Calculated total energy: -4253.26817 hartree
LUMO: 0.012 Eh

```
56
C21H26BrN3O4S (the ωB97M-V functional and the def2-TZVPD basis)
Br 2.959 -1.926 1.057
S -0.712 2.863 3.224
O -2.076 -2.191 -1.816
O 0.040 3.640 4.164
O -1.348 3.523 2.121
O 1.088 2.379 -2.960
N -1.827 1.991 4.127
N -0.165 -2.533 -0.656
N 1.418 -0.432 -2.448
C -2.639 0.650 2.302
C 0.335 1.555 2.600
C -2.512 0.081 -0.030
C -3.027 1.597 3.403
C 1.844 -1.753 -2.911
C -1.811 -1.079 0.277
C 0.382 1.295 1.245
C -2.910 0.945 0.973
C -1.382 -1.982 -0.838
C 2.554 0.479 -2.579
C -1.976 -0.533 2.612
C -0.019 1.524 -2.799
C 1.071 0.817 3.506
C 2.178 1.913 -2.205
C -1.557 -1.388 1.610
C 0.781 -2.851 -2.945
C 1.155 0.247 0.774
C 0.432 -3.464 -1.587
C 0.303 0.095 -3.231
C 1.891 -0.488 1.690
C 1.869 -0.218 3.050
H -0.580 -0.521 -3.064
H -3.427 1.860 0.725
H 3.359 0.132 -1.927
H 1.186 0.001 -0.282
H 1.018 1.067 4.553
H -0.815 1.935 -3.422
H -3.535 2.471 2.977
H 1.173 -3.658 -3.566
H -2.016 2.482 4.988
H 2.255 -1.665 -3.934
H 2.929 0.481 -3.619
H -0.135 -2.495 -3.411
H 2.660 -2.070 -2.254
H -3.698 1.101 4.111
H -1.059 -2.311 1.870
H -1.785 -0.774 3.647
H -2.732 0.296 -1.065
H 1.945 1.980 -1.132
H 3.012 2.583 -2.426
H -0.282 -4.275 -1.760
H -0.345 1.524 -1.748
H 2.460 -0.806 3.734
H 0.397 -2.227 0.118
H -0.200 1.912 0.580
H 0.545 0.093 -4.308
H 1.329 -3.871 -1.116
```



Question: What is the molecular weight in the first record?
Answer: 619.343 g/mol



Question: Which of these has the highest maximum force?
Answer: C21H26BrF9N3O3



Question: Look up the total charge of the first one.
Answer: +1